{
  "formula": "C19H30N2O2",
  "method": "the ωB97M-V functional and the def2-TZVPD basis",
  "homo_ev": -8.01,
  "max_force_ev_per_a": 0.6,
  "de_lowest_kcal_mol": 63.60,
  "homo_lumo_gap_ev": 8.9,
  "smiles": "CCOc1ccc(CN2CCN(C3CCC3)C[C@H]2CCO)cc1",
  "elements": ["C", "C", "O", "C", "C", "C", "C", "C", "C", "H", "H", "C", "N", "C", "C", "N", "C", "C", "H", "H", "C", "H", "H", "C", "H", "H", "H", "C", "H", "C", "C", "H", "H", "C", "O", "H", "H", "H", "H", "H", "H", "H", "H", "H", "H", "H", "H", "H", "H", "H", "H", "H", "H"],
  "coordinates": [[-6.7334, -1.5506, 1.2169], [-6.2206, -1.8299, -0.1935], [-5.7517, -0.6682, -0.8436], [-4.5413, -0.1385, -0.4992], [-3.6203, -0.7104, 0.3720], [-2.4167, -0.0739, 0.6194], [-2.0964, 1.1309, 0.0124], [-3.0171, 1.6931, -0.8628], [-4.2230, 1.0727, -1.1140], [-4.9416, 1.5046, -1.7928], [-2.7868, 2.6290, -1.3515], [-0.7816, 1.8051, 0.3077], [0.2921, 0.8293, 0.3053], [0.5894, 0.2931, -1.0038], [1.4403, -0.9647, -0.8558], [2.6356, -0.6687, -0.0863], [3.5215, -1.8070, -0.0030], [4.1860, -2.2348, -1.3243], [4.1534, -1.4336, -2.0588], [3.8269, -3.1574, -1.7749], [5.5366, -2.3005, -0.5980], [6.3773, -1.8279, -1.1009], [5.8135, -3.3164, -0.3237], [4.9206, -1.5224, 0.5730], [5.1549, -0.4613, 0.5295], [5.1239, -1.9008, 1.5724], [3.0395, -2.6625, 0.5038], [2.2470, -0.1837, 1.2258], [3.1446, -0.0291, 1.8266], [1.4796, 1.1372, 1.0695], [2.4690, 2.1911, 0.5153], [2.8979, 1.8103, -0.4137], [3.2798, 2.2628, 1.2429], [1.9204, 3.6022, 0.2883], [1.2559, 3.7744, -0.9428], [1.8603, 3.5303, -1.6530], [2.7528, 4.3196, 0.3531], [1.1894, 3.8624, 1.0570], [1.1463, 1.4701, 2.0608], [1.6006, -0.9135, 1.7449], [1.7346, -1.3304, -1.8414], [0.8361, -1.7463, -0.3601], [-0.3557, 0.0335, -1.4869], [1.1100, 1.0206, -1.6481], [-0.6188, 2.6208, -0.4103], [-0.8283, 2.2403, 1.3121], [-1.7017, -0.5231, 1.2920], [-3.8223, -1.6496, 0.8635], [-5.4466, -2.6078, -0.1797], [-7.0439, -2.1789, -0.8238], [-7.1280, -2.4648, 1.6524], [-5.9358, -1.1710, 1.8508], [-7.5244, -0.8058, 1.1793]],
  "atomic_forces_ev_per_a": [[0.20, 0.07, -0.37], [-0.19, -0.28, 0.30], [0.15, 0.25, -0.10], [0.07, 0.22, -0.12], [-0.27, -0.21, -0.01], [0.01, 0.18, -0.07], [-0.03, 0.01, 0.04], [0.04, -0.09, 0.11], [-0.22, -0.19, 0.03], [-0.09, 0.05, -0.09], [0.04, 0.10, -0.07], [-0.05, 0.03, -0.01], [-0.07, 0.14, -0.09], [0.06, -0.31, -0.08], [-0.12, 0.15, -0.17], [-0.04, -0.14, 0.03], [-0.06, 0.16, -0.03], [-0.18, -0.22, -0.13], [-0.05, 0.09, -0.04], [-0.03, -0.01, -0.10], [0.27, -0.08, -0.08], [0.07, -0.06, 0.00], [0.04, -0.03, 0.00], [-0.01, -0.06, 0.31], [-0.03, 0.11, 0.00], [0.04, 0.06, 0.08], [0.02, 0.03, -0.02], [-0.06, 0.19, 0.15], [0.03, 0.00, 0.02], [0.48, -0.08, 0.17], [-0.54, 0.17, 0.05], [0.14, 0.07, 0.01], [0.11, -0.02, 0.00], [0.47, -0.11, 0.33], [-0.17, -0.02, -0.52], [-0.05, 0.04, 0.07], [-0.15, -0.07, 0.09], [0.06, 0.03, 0.02], [0.03, -0.04, -0.04], [0.04, 0.03, 0.01], [-0.02, -0.02, 0.00], [0.01, 0.00, -0.03], [0.07, 0.01, -0.03], [-0.05, -0.03, 0.00], [-0.04, -0.04, 0.13], [0.07, 0.06, -0.04], [0.08, -0.07, 0.06], [-0.07, -0.07, 0.03], [-0.07, 0.07, -0.07], [0.16, -0.03, 0.08], [-0.04, -0.09, 0.08], [0.02, 0.00, 0.10], [-0.08, 0.05, 0.02]],
  "mulliken_charge": [-1.034, -0.409, -0.474, 0.856, -0.208, -0.874, -0.002, -0.368, -0.743, 0.417, 0.401, -0.996, 0.586, -0.688, -1.042, 0.398, 0.010, -0.969, 0.315, 0.320, -0.458, 0.327, 0.223, -0.936, 0.248, 0.334, 0.448, -1.521, 0.596, -0.097, -0.589, 0.256, 0.466, -0.953, -0.518, 0.343, 0.404, 0.303, 0.638, 0.335, 0.465, 0.368, 0.503, 0.125, 0.358, 0.442, 0.422, 0.350, 0.323, 0.314, 0.352, 0.333, 0.303]
}